Record 1
Entry from OMol25: C28H39BrClMgN3NaO6PS2 as an isolated structure (wB97M-V/def2-TZVPD).

Net charge: 0
ΔE to the lowest compared entry with this formula, charge and spin, kcal/mol: 147.62
HOMO, Eh: -0.2627
Multiplicity: 1
Largest force on an atom, eV/A: 4.4
DFT total energy, hartree: -6240.00020

```
83
Properties=species:S:1:pos:R:3:forces:R:3:mulliken_charge:R:1
C -3.952 -0.144 -6.095 0.67 -0.58 -0.57 -0.95
C -3.267 -1.513 -6.490 -1.18 0.53 0.06 -0.33
S -1.762 -1.953 -5.513 0.05 0.34 -0.38 -0.18
C -1.297 -0.578 -4.369 0.84 -0.39 0.92 -0.25
C -1.484 -1.089 -2.896 -0.70 -0.24 1.40 0.87
C -2.799 -1.714 -2.568 1.43 -0.25 2.44 -0.83
C -3.110 -2.284 -1.237 2.17 1.28 -0.25 -0.16
C -4.453 -2.989 -0.895 -0.13 0.53 -0.28 -1.37
C -5.593 -1.990 -0.376 -0.64 -0.84 -0.17 0.91
N -6.818 -2.261 -1.199 0.39 0.25 0.21 -0.79
N -5.275 -0.561 -0.544 -0.51 0.03 0.67 -0.66
N -6.018 -2.291 1.025 0.56 -0.16 -0.51 -0.80
C -2.012 -2.175 -0.218 0.69 0.88 -1.36 0.84
C -0.716 -1.538 -0.547 -0.78 -0.15 -0.15 0.39
C -0.409 -0.971 -1.883 -2.35 -1.09 0.38 0.34
C 0.961 -0.288 -2.200 -0.60 0.41 -1.17 0.70
C 0.729 1.237 -2.511 0.35 2.91 -0.38 0.45
C 0.988 1.815 -3.833 -0.10 -0.14 1.85 -0.23
C 0.753 3.236 -4.191 -1.26 -0.56 1.68 -0.84
C 0.199 4.217 -3.108 -0.80 -4.15 1.22 -0.78
C -0.036 3.616 -1.768 0.18 -0.09 -1.12 0.57
C -0.601 4.603 -0.677 0.77 -0.47 -0.53 -1.38
C 0.220 2.195 -1.453 0.60 1.29 -1.57 -0.13
C 0.352 -1.516 0.597 -1.49 -1.16 0.08 0.02
O 1.129 -0.577 0.797 0.00 -0.87 -0.57 -0.47
C 0.335 -2.787 1.520 -0.31 0.92 -0.72 0.06
P 1.952 -3.511 2.151 -1.17 -0.94 0.33 0.28
S 1.655 -4.546 3.769 0.20 0.15 0.08 -0.40
C -0.860 -3.378 1.841 0.70 0.87 -0.81 -0.73
C -2.184 -2.761 1.247 -0.08 -0.87 -1.03 -0.12
O -3.230 -2.706 1.860 1.27 1.13 0.26 -0.56
H -3.184 0.679 -6.175 -0.94 -0.70 0.30 0.23
H -4.741 0.070 -6.862 0.52 -0.17 0.86 0.36
H -4.391 -0.235 -5.068 0.41 0.41 -0.95 0.26
H -4.026 -2.330 -6.295 0.97 0.78 -0.29 0.30
H -3.022 -1.511 -7.586 -0.06 -0.04 1.12 0.40
H -1.790 0.403 -4.587 0.25 -0.97 0.27 0.28
H -0.186 -0.425 -4.512 -1.36 -0.15 -0.15 -0.11
H -3.597 -1.807 -3.348 1.06 0.16 0.73 0.12
H -4.818 -3.473 -1.851 0.45 0.66 0.90 0.43
H -4.225 -3.921 -0.154 -1.12 2.88 -1.71 0.20
H -7.140 -3.203 -0.953 0.10 0.51 -0.14 0.26
H -6.574 -2.264 -2.194 -0.03 -0.07 0.48 0.29
H -4.688 -0.248 0.244 -0.01 -0.40 -0.58 0.29
H -6.163 -0.062 -0.383 0.39 -0.39 -0.28 0.34
H -5.568 -1.651 1.680 -0.04 -0.27 -0.36 0.29
H -5.655 -3.218 1.273 -0.17 0.46 -0.01 0.32
H 1.711 -0.410 -1.376 -1.87 0.49 -0.50 -1.86
H 1.423 -0.758 -3.126 -0.59 0.50 0.82 0.75
H 1.354 1.091 -4.609 -0.38 1.13 0.64 0.40
H 0.961 3.584 -5.233 -1.64 -1.37 0.84 0.50
H -0.032 5.282 -3.311 -0.69 -1.41 0.25 0.57
H 0.239 5.310 -0.396 -0.92 -0.74 -0.07 0.28
H -1.435 5.222 -1.095 0.71 -0.61 0.34 0.39
H -0.970 4.053 0.228 0.41 0.52 -0.86 0.30
H -0.012 1.860 -0.413 0.06 0.03 -1.15 0.52
H 2.985 -2.536 2.232 -0.58 -0.10 -0.39 0.03
H 2.360 -4.428 1.116 -0.02 0.93 0.06 0.07
H -0.877 -4.273 2.506 -0.29 0.97 -0.48 0.24
C 4.799 0.167 2.102 1.66 -0.54 1.29 0.50
O 4.299 1.346 2.006 -0.92 1.52 -0.10 -0.58
O 4.119 -0.702 1.265 -0.52 0.23 -1.36 -0.48
O 5.709 -0.264 2.766 -0.51 0.53 -0.28 -0.59
H 3.530 0.011 0.965 -0.93 -0.75 -0.12 0.33
C 3.991 2.789 5.292 -0.17 0.00 0.31 -0.42
C 5.461 3.125 5.485 0.08 -0.09 -0.11 -0.39
O 5.860 3.157 6.844 -0.01 0.24 0.08 -0.43
C 5.700 1.948 7.573 0.04 -0.17 -0.02 -0.33
C 6.484 0.781 6.997 0.02 0.02 -0.17 -0.86
H 3.361 3.506 5.826 0.06 -0.01 -0.07 0.41
H 3.734 2.814 4.231 0.07 -0.01 -0.02 -0.30
H 3.746 1.796 5.671 0.01 -0.04 -0.15 0.25
H 5.650 4.123 5.083 0.08 0.01 0.20 0.34
H 6.097 2.438 4.918 -0.10 -0.08 -0.04 0.29
H 4.637 1.700 7.665 0.00 -0.06 -0.05 0.27
H 6.058 2.149 8.586 -0.01 0.21 -0.12 0.34
H 6.162 0.532 5.984 -0.04 -0.07 0.05 0.15
H 6.354 -0.107 7.618 0.00 0.05 0.00 0.38
H 7.549 1.023 6.951 -0.05 -0.01 0.05 0.28
Na 3.491 -0.940 -1.156 0.72 -0.36 0.46 0.99
Mg 2.727 2.658 1.585 0.76 -0.88 -0.07 0.63
Cl -2.793 -4.821 0.115 2.70 -3.36 0.57 -0.50
Br 1.939 5.170 -4.358 3.71 2.01 -0.05 -0.23
```
Forces are in eV/Å.

---

Record 2
Entry from OMol25: one molecule with the formula C3H5NO (wB97M-V/def2-TZVPD).

Net charge: 0
ΔE to the lowest compared entry with this formula, charge and spin, kcal/mol: 117.14
HOMO (spin up / spin down), Eh: -0.3193 / -0.3193
Multiplicity: 1
Largest force on an atom, eV/A: 0.5
DFT total energy, hartree: -247.12056

```
10
Properties=species:S:1:pos:R:3:forces:R:3:mulliken_charge:R:1
C -0.728 0.246 0.086 -0.44 -0.20 0.21 0.68
N -1.351 -1.057 -0.166 0.18 0.05 -0.01 -0.56
C 0.720 0.174 0.075 0.11 0.21 0.09 0.11
C 1.990 0.370 0.035 -0.05 -0.05 -0.07 -0.65
O -1.205 1.024 1.002 0.26 -0.06 -0.20 -0.70
H -1.741 -1.382 0.715 0.01 0.08 -0.05 0.26
H -2.115 -0.969 -0.826 0.06 0.05 0.07 0.27
H -0.660 0.705 -0.994 0.12 -0.04 -0.04 0.08
H 2.559 0.346 -0.889 -0.13 0.06 0.02 0.27
H 2.532 0.543 0.964 -0.13 -0.11 -0.02 0.26
```
Forces are in eV/Å.

---

Record 3
Entry from OMol25: one molecule with the formula CH3N5 (wB97M-V/def2-TZVPD).

Net charge: 0
ΔE to the lowest compared entry with this formula, charge and spin, kcal/mol: 64.64
HOMO, Eh: -0.3466
Multiplicity: 1
Largest force on an atom, eV/A: 4.8
DFT total energy, hartree: -313.55594

```
9
Properties=species:S:1:pos:R:3:forces:R:3:mulliken_charge:R:1
H 1.808 -0.173 1.552 -0.80 1.97 1.14 0.27
N 1.024 0.581 1.721 3.09 -3.51 -0.30 -0.50
C 0.328 0.299 0.727 -2.68 1.96 -3.41 0.42
N -0.854 1.042 0.526 -3.41 0.51 -1.92 -0.21
N -1.453 0.810 -0.617 3.27 0.01 2.73 -0.23
N -0.614 0.011 -1.327 0.18 -0.96 1.03 0.05
N 0.413 -0.512 -0.516 1.09 -1.88 3.19 -0.38
H -0.923 -0.571 -2.087 -0.37 0.04 0.04 0.27
H 0.272 -1.488 0.020 -0.37 1.87 -2.50 0.32
```
Forces are in eV/Å.

---

Record 4
Entry from OMol25: C25H33CsF6I2N3O5PS3 as an isolated structure (wB97M-V/def2-TZVPD).

Net charge: -2
ΔE to the lowest compared entry with this formula, charge and spin, kcal/mol: 9.95
HOMO, Eh: -0.0653
Multiplicity: 1
Largest force on an atom, eV/A: 0.2
DFT total energy, hartree: -4263.65377

```
79
Properties=species:S:1:pos:R:3:forces:R:3:mulliken_charge:R:1
Cs -0.957 -1.180 1.004 0.03 0.01 -0.06 0.95
C 0.571 0.341 -4.219 0.01 0.00 0.00 -1.51
C 1.503 -0.732 -3.658 0.00 0.01 0.02 0.37
C 1.122 -2.108 -4.198 0.00 -0.01 0.01 -1.35
P 1.390 -0.691 -1.795 0.03 -0.05 -0.09 1.13
C 2.627 -1.999 -1.299 -0.02 0.00 -0.04 0.80
C 3.999 -1.995 -1.966 0.01 0.01 0.01 -1.81
C 2.782 -1.986 0.219 0.04 0.04 0.10 -1.07
C 2.209 0.906 -1.447 -0.04 0.02 -0.01 0.62
C 3.387 1.286 -2.091 0.00 0.00 0.02 0.26
C 3.992 2.525 -1.934 0.00 -0.01 0.00 0.18
C 5.269 2.884 -2.648 0.00 0.00 0.00 -1.71
C 3.349 3.426 -1.080 -0.02 0.01 0.00 -0.86
C 2.176 3.107 -0.437 0.03 0.02 0.00 -0.51
C 1.537 1.835 -0.586 -0.05 -0.03 -0.01 -1.17
N 0.392 1.517 0.038 0.09 0.03 0.01 0.58
C -0.396 2.550 0.526 -0.02 -0.01 -0.01 -1.17
C -1.034 3.455 -0.358 -0.01 0.00 -0.01 1.57
C -0.829 3.308 -1.840 0.00 -0.01 0.00 -1.44
C -1.878 4.438 0.135 0.00 0.00 0.00 -0.96
C -2.142 4.574 1.494 0.00 0.01 0.00 0.91
C -3.098 5.620 2.006 0.00 0.00 0.00 -1.54
C -1.529 3.676 2.354 -0.01 0.00 0.01 -0.85
C -0.675 2.675 1.902 -0.02 -0.01 0.00 1.52
C -0.065 1.724 2.896 0.02 0.01 0.01 -1.73
H 0.616 0.361 -5.313 0.00 0.00 0.00 0.47
H 0.835 1.331 -3.844 0.00 0.00 0.00 0.24
H -0.463 0.135 -3.928 0.00 0.00 0.00 0.16
H 2.524 -0.499 -3.974 0.00 0.00 0.00 0.21
H 0.125 -2.396 -3.856 0.00 0.00 0.00 0.09
H 1.817 -2.885 -3.875 0.00 0.00 0.00 0.29
H 1.112 -2.100 -5.294 0.00 0.00 0.00 0.44
H 2.120 -2.934 -1.565 -0.01 -0.01 -0.01 0.15
H 4.596 -1.151 -1.617 0.00 0.00 0.00 0.32
H 3.944 -1.948 -3.056 0.00 0.00 -0.01 0.36
H 4.536 -2.910 -1.698 0.01 0.00 0.00 0.48
H 3.163 -1.016 0.556 0.00 -0.01 0.00 0.13
H 3.474 -2.769 0.538 0.00 0.02 0.01 0.53
H 1.849 -2.202 0.741 0.01 -0.01 -0.02 -0.08
H 3.856 0.586 -2.774 0.02 -0.01 0.01 -0.03
H 5.606 2.054 -3.273 0.00 0.00 0.00 0.34
H 6.080 3.116 -1.950 0.00 0.00 0.00 0.32
H 5.147 3.755 -3.299 0.00 0.01 0.00 0.32
H 3.783 4.411 -0.920 0.00 0.00 0.00 0.31
H 1.710 3.840 0.213 0.00 0.00 0.00 0.41
H -0.927 2.258 -2.127 0.00 0.00 0.00 0.11
H 0.173 3.617 -2.147 0.00 0.00 0.00 0.27
H -1.560 3.903 -2.392 0.00 0.00 0.00 0.39
H -2.360 5.113 -0.570 0.00 0.00 0.00 0.30
H -3.079 6.516 1.380 0.00 0.00 0.00 0.37
H -2.847 5.917 3.026 0.00 0.00 0.00 0.38
H -4.128 5.252 2.019 0.00 0.00 0.00 0.26
H -1.719 3.750 3.422 0.00 0.00 0.00 0.34
H 0.133 2.229 3.844 0.02 0.00 -0.01 0.45
H 0.864 1.301 2.512 -0.03 0.00 0.01 0.31
H -0.751 0.903 3.122 0.03 0.00 0.06 0.01
I -0.803 -4.534 -1.380 0.03 0.01 0.09 0.17
C -2.780 -3.852 -1.698 0.01 -0.01 -0.01 -0.32
I -2.917 -1.911 -2.566 -0.01 -0.03 0.01 0.00
H -3.250 -3.797 -0.724 -0.01 0.00 0.00 -0.21
H -3.286 -4.538 -2.364 0.00 0.00 0.00 0.47
F -2.308 -0.499 6.068 0.06 -0.03 -0.02 -0.24
C -2.189 -1.719 5.515 -0.08 -0.04 0.15 0.61
F -0.977 -1.832 5.005 0.09 -0.02 -0.07 -0.16
F -2.339 -2.624 6.490 0.03 0.07 -0.03 -0.25
S -3.506 -1.899 4.243 -0.07 -0.05 -0.11 1.01
O -3.103 -1.034 3.167 -0.02 0.15 0.05 -0.59
O -4.701 -1.570 4.966 -0.04 -0.06 -0.03 -0.66
N -3.396 -3.438 3.944 0.00 -0.04 0.02 -0.46
S -3.438 -4.150 2.554 -0.08 -0.02 0.03 1.06
O -3.008 -3.377 1.418 -0.06 0.03 0.01 -0.50
O -3.016 -5.508 2.669 -0.01 0.01 0.04 -0.67
C -5.255 -4.283 2.254 0.01 -0.03 0.00 0.54
F -5.865 -5.015 3.192 -0.01 0.01 0.00 -0.24
F -5.482 -4.870 1.067 0.00 -0.01 -0.02 -0.23
F -5.831 -3.076 2.229 0.00 0.01 0.00 -0.22
O 2.171 -5.034 1.771 -0.03 -0.03 0.02 -0.61
S 1.140 -4.614 2.763 0.04 -0.03 -0.10 0.06
N 0.207 -3.520 2.494 0.05 0.08 -0.01 -0.40
```
Forces are in eV/Å.

---

Record 5
Entry from OMol25: C11H14N5OSTa as an isolated structure (wB97M-V/def2-TZVPD).

Net charge: +2
HOMO, Eh: -0.5582
Multiplicity: 1
Largest force on an atom, eV/A: 1.5
DFT total energy, hartree: -1231.27515

```
33
Properties=species:S:1:pos:R:3:forces:R:3:mulliken_charge:R:1
Ta 0.149 0.082 -0.137 -1.33 -0.18 0.54 1.47
C -3.743 0.309 -4.992 -0.06 0.00 -0.03 -0.85
C -3.696 -0.912 -4.094 0.22 -0.04 0.03 -0.43
N -2.330 -1.208 -3.602 -0.41 -0.23 0.15 -0.16
C -1.755 -0.531 -2.627 0.34 0.21 0.03 0.62
S -0.094 -1.051 -2.166 -0.32 -0.25 -0.21 -0.28
N -2.278 0.559 -2.135 -0.07 -0.05 -0.01 -0.75
N -1.558 1.108 -1.104 0.21 0.22 -0.50 -0.15
C -1.733 2.376 -0.890 0.07 0.11 0.22 0.93
C -2.471 3.284 -1.796 -0.30 -0.22 0.03 -1.31
C -1.090 2.862 0.350 -0.20 -0.06 0.13 0.34
C -1.414 4.038 0.992 0.16 0.03 -0.16 -0.70
C -0.751 4.359 2.175 -0.03 0.00 -0.01 -0.39
C 0.219 3.505 2.672 0.05 -0.07 0.00 -0.67
C 0.480 2.328 1.991 -0.03 0.22 0.05 0.05
N -0.188 2.005 0.876 -0.13 -0.27 0.10 -0.12
H -4.762 0.435 -5.356 0.02 0.03 -0.01 0.35
H -3.087 0.186 -5.854 0.00 0.01 0.01 0.31
H -3.461 1.210 -4.452 0.00 -0.01 -0.02 0.14
H -4.000 -1.802 -4.641 -0.07 0.02 0.04 0.41
H -4.343 -0.801 -3.224 -0.04 0.03 -0.04 0.29
H -1.945 -2.105 -3.853 0.20 0.10 -0.07 0.26
H -2.310 2.967 -2.826 0.04 0.05 0.02 0.32
H -2.158 4.316 -1.656 0.01 0.00 -0.03 0.48
H -3.551 3.215 -1.627 0.01 0.00 0.04 0.33
H -2.161 4.699 0.576 0.03 0.02 0.01 0.40
H -0.987 5.278 2.695 0.00 0.00 0.00 0.47
H 0.770 3.735 3.572 -0.01 0.01 0.00 0.43
H 1.243 1.639 2.336 -0.02 -0.03 -0.02 0.45
N 0.080 -2.578 2.144 -0.01 0.16 -0.13 0.01
C 0.101 -1.685 1.432 0.08 0.06 -0.07 -0.05
H 0.061 -3.378 2.763 0.02 -0.01 0.01 0.32
O 1.745 0.493 -0.380 1.54 0.12 -0.07 -0.51
```
Forces are in eV/Å.

---

Record 6
Entry from OMol25: a 2-piece molecular cluster, C7H15N overall (wB97M-V/def2-TZVPD).

Net charge: 0
ΔE to the lowest compared entry with this formula, charge and spin, kcal/mol: 45.06
HOMO, Eh: -0.3318
Multiplicity: 1
Largest force on an atom, eV/A: 1.2
DFT total energy, hartree: -330.39610

```
23
Properties=species:S:1:pos:R:3:forces:R:3:mulliken_charge:R:1
C -0.638 1.316 2.035 -0.45 -0.18 0.23 -0.77
C 0.152 0.862 3.008 0.18 0.61 -0.55 -0.05
N 1.548 1.122 2.991 -0.30 -0.22 -0.01 -0.44
C 2.206 0.386 2.198 0.37 0.06 0.68 -0.23
H -0.346 2.106 1.355 0.50 -0.40 -0.28 0.29
H -1.642 0.939 1.878 -0.16 0.31 0.59 0.33
H -0.202 0.364 3.904 -0.04 -0.42 -0.26 0.34
H 3.284 0.507 2.180 0.09 0.10 -0.20 0.29
H 1.788 -0.446 1.625 -0.22 0.19 -0.11 0.25
C -1.606 -2.091 -1.523 -0.15 0.48 0.36 -1.16
C -1.105 -0.722 -1.979 1.06 0.11 -0.50 -0.37
C 0.040 -0.239 -1.085 -0.19 0.42 0.72 0.08
C 0.804 1.015 -1.525 0.15 -0.64 -0.41 -1.32
H -0.901 -2.895 -1.736 0.07 0.11 0.02 0.31
H -2.573 -2.367 -1.938 -0.02 0.04 -0.15 0.35
H -1.729 -2.008 -0.438 -0.07 -0.36 -0.01 0.28
H -1.899 0.025 -2.016 -0.09 -0.05 0.06 0.31
H -0.642 -0.753 -2.973 -0.49 -0.21 -0.20 0.29
H -0.362 -0.005 -0.095 0.04 -0.33 0.07 -0.08
H 0.753 -1.060 -0.945 -0.07 0.00 -0.08 0.31
H 1.748 1.066 -0.980 -0.06 0.17 0.07 0.29
H 0.256 1.939 -1.356 -0.11 0.01 -0.05 0.29
H 1.065 0.937 -2.586 -0.04 0.18 0.03 0.42
```
Forces are in eV/Å.